[1]
2 unconnected molecules or ions with the total composition C4H15N3 at a distorted geometry, computed with wB97M-V/def2-TZVPD.

```
22
C4H15N3 (wB97M-V/def2-TZVPD)
H 1.3908 1.4329 -1.0274
H 0.1493 -1.3282 0.0055
H -0.2318 -0.1717 -2.1094
H -1.0054 1.4784 -0.3909
N -1.5499 -1.3256 -1.0076
H -0.5140 2.2670 1.0950
N 0.6233 0.5128 0.6778
H -1.7796 -0.5073 -2.8924
H -1.4275 0.7441 1.2079
C 1.6795 1.2351 0.0034
N -0.5319 -2.0575 -0.2526
H -0.9875 -2.3399 0.6139
H 1.9208 -0.3151 2.0745
H 0.2037 -0.4000 2.4987
C -0.6816 1.2838 0.6287
H 1.0832 1.1404 2.6545
H -2.2975 -1.9991 -1.1779
C -0.9908 -0.9366 -2.2917
C 0.9774 0.2250 2.0483
H 1.9107 2.1994 0.4808
H -0.5249 -1.7667 -2.8365
H 2.5835 0.6286 -0.0025
```

Computed properties:
SMILES   CN(C)C.CNN
Net charge   0
Calculated total energy   -8859.8263 eV
Maximum force   1.8 eV/A

---

[2]
2 unconnected molecules or ions with the total composition C2H9NOS at a distorted geometry, computed with wB97M-V/def2-TZVPD.

```
14
C2H9NOS (wB97M-V/def2-TZVPD)
H 0.8611 0.0043 1.2850
H 1.1966 1.6552 -0.6368
S -1.1003 -2.5890 0.4715
H 0.1215 -1.5675 0.7822
C -0.5018 0.4670 -1.0074
H 1.0525 1.5279 1.8328
C 0.2617 1.4309 -0.1085
H -1.3794 0.0181 -0.5347
H 0.0802 -1.3986 -1.1103
H -0.2425 -3.2553 1.2514
O 0.3780 -0.5671 -1.5315
H -0.3450 2.3352 -0.0429
N 0.4879 0.9430 1.2363
H -0.8706 0.9960 -1.8872
```

Computed properties:
SMILES   NCCO.S
Net charge   0
Calculated total energy   -16591.1601 eV
Maximum force   4.3 eV/A

---

[3]
C5H12N2 in the gas phase at a distorted geometry, computed with wB97M-V/def2-TZVPD.

```
19
C5H12N2 (wB97M-V/def2-TZVPD)
N -0.0334 -1.6019 1.0580
H -1.8454 0.0731 1.2144
N 0.0386 0.4284 -0.0167
C -2.1986 -0.3266 -0.8941
H -1.8896 0.0614 -1.8685
H 0.1057 2.5615 -0.3933
H -3.2872 -0.2391 -0.8093
H 0.5379 -2.4033 1.3352
H 2.4695 -0.5091 -0.7445
H -1.9480 -1.3906 -0.8704
H 2.4030 -1.9739 0.2578
C 0.7311 1.6934 -0.1510
C -1.5289 0.4325 0.2336
C 0.6617 -0.7106 0.4163
H 1.4885 1.6983 -0.9406
C 2.1499 -0.9112 0.2200
H -1.8208 1.4853 0.1942
H 2.6917 -0.3962 1.0176
H 1.2743 2.0286 0.7413
```

Computed properties:
SMILES   [H]/N=C(\C)N(C)CC
Net charge   0
Calculated total energy   -8359.2408 eV
Maximum force   2.6 eV/A

---

[4]
A molecular structure, C29H48N7O4PSeV at a distorted geometry, computed with wB97M-V/def2-TZVPD.

```
91
C29H48N7O4PSeV (wB97M-V/def2-TZVPD)
H -5.0902 -0.9183 1.0388
N 0.4763 -0.6578 1.2168
C -0.5714 -4.0065 2.0896
H -3.7003 0.2446 -4.6822
H 0.1131 -3.0919 4.8840
H -2.4011 1.4558 2.1202
H 5.1621 -2.5323 0.7392
N 2.5705 -1.9305 -2.4997
P -2.0876 1.1851 -0.9394
H 5.0648 -1.7599 -2.8664
H 0.5087 -1.4811 -2.7664
C -1.6067 -2.4841 0.4929
H -4.9581 3.0532 -2.5435
C 2.8810 0.6099 0.0144
H -5.8949 0.2363 -0.0323
C 2.0535 2.8807 2.8888
C -5.3497 0.1301 0.9038
N -0.6709 -2.6494 1.5837
C 2.7069 2.2997 1.7788
H 3.5164 -3.3016 -3.7950
O -1.1362 1.8559 0.0251
C 1.3027 3.6330 -1.2225
C 0.9273 2.3196 3.4174
H -0.5834 -4.6907 1.2399
H 3.6889 -1.6044 1.0536
H 5.3797 2.8873 -0.2379
C 5.3847 -1.8846 -1.8359
V 0.4434 0.4712 -0.6218
O -2.5614 2.1022 -2.0848
H 3.5510 -3.7284 -2.0698
C 3.0346 -1.3211 -1.3902
H -1.7823 2.6885 -4.5023
H 6.1459 -1.1299 -1.6172
H -2.0552 0.2575 -4.0311
H 4.4168 0.9283 -1.4061
H 2.5689 -1.1549 2.8102
H -3.5496 3.0686 0.5830
H 5.8353 -2.8726 -1.7224
H 2.4578 3.7957 3.2970
C -3.2563 0.7867 2.1293
H 5.2062 -0.7529 0.7015
C 1.0351 0.5137 1.8131
N 0.6491 -1.8204 3.2789
H -0.4790 0.6877 3.2815
C 4.5069 2.3978 0.1689
C 2.1942 1.1073 1.1894
H -1.7037 -1.4429 0.2269
C -2.8400 2.8538 -4.3012
H 2.0491 -3.8853 -2.9906
C 3.9805 1.2679 -0.4753
O -3.3639 0.5277 -0.3025
Se 1.0287 2.2036 -2.3740
C -4.4492 2.4661 0.7026
C 1.4780 -1.3529 -3.2631
C 0.1476 -1.6608 2.0133
H -5.0963 2.6127 -0.1606
H -5.4244 1.9668 -3.8545
H -5.1576 1.3165 -2.2376
C -0.2234 -2.1818 4.3832
C -3.3559 1.8289 -3.3099
H -2.9635 3.8600 -3.9073
H -4.9737 2.8316 1.5873
H 2.4443 -2.1692 4.2535
N 1.5296 4.4894 -0.4871
N 2.2847 -0.4318 -0.7695
C 2.9522 -3.2872 -2.8611
H -2.9084 -0.2431 2.1979
H -2.5809 -2.8784 0.7929
C -3.1041 0.4110 -3.7834
H -1.2388 -2.3308 4.0281
H -1.2724 -3.0345 -0.3913
C 1.9628 -1.3727 3.6812
H 4.2342 3.8085 1.7387
H 0.3604 -4.1374 2.6314
H 0.4200 2.7875 4.2496
C 4.6019 -1.6357 0.4684
C -4.8150 2.0571 -2.9562
H 1.6660 -0.2962 -3.4450
C 0.4171 1.1348 2.8699
H 1.9153 -0.4715 4.3000
C 3.8739 2.9087 1.2627
H 1.4297 -1.8626 -4.2241
O -1.1883 -0.0220 -1.4387
H -3.4089 -0.3259 -3.0416
H -0.2339 -1.3686 5.1149
H -1.4095 -4.2604 2.7425
C -4.1095 0.9974 0.8926
H -6.0075 0.4326 1.7180
N 4.2598 -1.7083 -0.9332
H -3.3950 2.7786 -5.2357
H -3.8595 0.9963 3.0147
```

Computed properties:
2S+1   3
Net charge   +1
Calculated total energy   -149796.1314 eV
Maximum force   1.2 eV/A

---

[5]
A molecular structure, C28H35N2Sb2Zn, computed with wB97M-V/def2-TZVPD.

```
68
C28H35N2Sb2Zn (wB97M-V/def2-TZVPD)
C -2.6249 2.9745 -2.9045
H 1.2448 -0.0639 2.8023
H 2.3650 4.9979 2.1328
C 4.0781 -0.1407 -1.2534
H -1.1373 -4.8959 -0.2848
C 3.5045 -1.4098 -1.2165
H -2.6343 1.8113 1.6741
Sb -1.0855 2.2168 -1.6404
C 1.6158 -4.2740 1.5822
H 5.8839 1.0008 -1.4339
H 6.3222 -3.2528 -1.6427
H 0.1384 1.9221 4.0948
C 1.5062 -2.7521 -0.2968
H 0.7045 5.0159 0.3177
H 0.0025 -5.6779 1.7716
H -3.6010 2.8119 -2.4467
H -2.0966 1.3758 3.2964
C -0.2270 -4.4121 0.0498
H -1.4421 4.5297 -0.4494
H -0.1591 -3.0557 -1.6111
C 0.5756 3.2537 -2.4521
Sb -1.1108 -0.3927 1.5731
C 0.3163 -3.3688 -0.6875
C -2.6679 -1.5900 2.3937
H -2.4353 -1.8153 3.4342
H 3.4267 0.7207 -1.1641
H 3.0974 -2.7845 1.1426
C -1.4839 3.5388 0.0043
C 5.4481 0.0097 -1.4115
H 0.0255 -0.6338 3.9790
C -0.4985 3.4444 1.1367
C 0.4273 -0.7619 2.9739
H -5.6227 0.2153 -2.8735
C 0.5973 4.3112 1.1360
H -5.5737 0.2118 -1.1030
C 2.0116 -1.5412 -1.0582
H -5.2464 -2.3397 -1.1895
H -5.1432 -2.2297 -2.9374
H 1.0023 2.6785 -3.2711
H 0.2426 4.2282 -2.8063
C 5.6961 -2.3773 -1.5246
C 4.3271 -2.5249 -1.3506
H -2.5984 2.4856 -3.8776
C -5.8076 -0.3845 -1.9841
H 2.0614 3.4537 4.0585
N -2.4182 -1.1869 -1.8280
C -4.9808 -1.6768 -2.0123
H 7.3303 -0.9963 -1.6708
C 2.1608 -3.2353 0.8352
N 1.2361 -0.6539 -1.5202
C -3.5395 -1.4017 -1.9089
H 1.3317 3.3749 -1.6768
H 0.7813 -1.7815 2.8357
H -2.4588 4.0441 -3.0311
C 1.3617 3.4464 3.2324
C 0.4181 -4.8601 1.1969
H 3.8940 -3.5187 -1.3440
Zn -0.5877 -0.4823 -1.1251
H -2.7545 -2.5203 1.8344
C 0.2799 2.5836 3.2469
C 1.5288 4.3116 2.1600
H -2.5139 3.3610 0.3120
C -0.6487 2.5466 2.2039
H -3.6093 -1.0424 2.3437
H 2.1330 -4.6296 2.4652
C 6.2606 -1.1108 -1.5471
H -6.8647 -0.6384 -1.9543
C -1.7653 1.5377 2.2698
```

Computed properties:
Net charge   +1
Calculated total energy   -94071.2203 eV
Maximum force   0.5 eV/A

---

[6]
A molecular structure, C7H16ClFeIN2O3P at a distorted geometry, computed with wB97M-V/def2-TZVPD.

```
32
C7H16ClFeIN2O3P (wB97M-V/def2-TZVPD)
H -3.6085 -2.3589 4.4025
P -1.0007 1.4929 -0.2183
C -2.1741 -2.3728 2.8889
N -2.9176 -1.8324 3.8932
C 0.2822 2.0393 -1.3962
H -2.9333 -0.8274 3.9584
H -2.7214 -4.2826 3.4112
C -0.2293 -0.0320 2.0661
N -2.1963 -3.7201 2.7637
H 6.6677 -0.6102 -3.6623
O -0.3964 0.6638 2.9924
H -2.0273 2.6694 1.6142
H -0.2891 3.0685 1.4622
H -2.7018 2.3942 -1.6819
O -1.5035 -1.6608 2.1101
Fe -0.3292 -0.5434 0.0634
H -3.3874 1.2895 -0.4377
C 5.5993 -0.8610 -3.6926
C -2.5681 1.4478 -1.1481
H 0.4879 1.2241 -2.1021
H -1.4784 3.7944 0.3181
C -1.2213 2.9039 0.9067
H -2.5345 0.6011 -1.8423
Cl -0.2942 -1.9476 -1.5548
H 5.1183 -0.3158 -4.5140
H -0.0720 2.9411 -1.9055
H 1.2010 2.2387 -0.8329
O 5.4957 0.0259 -1.4089
H 5.4838 -1.9412 -3.8467
H -1.5999 -4.1532 2.0801
C 4.9807 -0.4633 -2.3833
I 2.8678 -0.8719 -2.3034
```

Computed properties:
2S+1   6
Net charge   +2
Calculated total energy   -80923.8344 eV
Maximum force   5.6 eV/A

---

[7]
A molecular structure, C51H56AsGaN3P2S2 at a distorted geometry, computed with wB97M-V/def2-TZVPD.

```
116
C51H56AsGaN3P2S2 (wB97M-V/def2-TZVPD)
C 3.6315 3.4664 1.2298
C 0.9462 -3.6296 -1.5470
C -2.2586 -4.8471 2.0297
C -2.3201 4.2789 3.4190
H 4.7113 3.5938 1.4402
H 3.4011 1.8561 2.7116
H 1.8680 1.8468 -1.7638
C -1.9468 3.1364 1.3549
C -0.4765 4.0065 -2.7150
C -1.2790 6.2225 -3.1521
N 0.9228 -1.5291 0.7712
H -4.3916 -2.8550 -0.4704
H -1.2769 0.4431 -3.6419
C -3.5259 3.6468 3.5725
C 0.9941 -4.6204 -2.5305
H -4.8477 -1.2583 -1.1302
C -0.3241 1.4299 4.7198
C 1.0477 3.0240 0.5208
C 3.5434 -1.1592 -1.4152
C -3.9720 2.7516 2.6574
S 5.0668 -2.7600 2.2054
H 3.6135 5.0754 -0.0940
H -4.5405 -1.9044 -4.8453
H 0.2769 -2.2966 4.1411
C 0.1034 -1.2269 4.1900
C -2.9703 -1.2226 -2.7394
H -2.3150 7.1700 -1.5287
C 3.9197 1.4470 -2.3273
C -3.2152 2.5076 1.5219
H 0.7147 -2.6770 -5.2590
H -0.9815 1.6664 2.7480
H 0.0666 3.1100 -3.0002
C -0.6019 5.0989 -3.5659
H 1.3204 4.6587 -0.8641
H 7.4346 -2.2383 1.9515
H 3.3577 -2.1715 -1.1171
H -0.3263 -4.2271 1.2952
C -2.9003 -2.1856 2.3204
N -3.5112 -2.3706 -2.3119
C 4.9506 0.5311 -2.4010
H -3.6015 1.9158 0.7357
C 2.0684 -2.1303 1.4165
C 2.9625 2.4255 1.8180
H -2.0474 5.2904 0.0060
H -1.1061 -0.4510 -5.2238
H 0.6224 -1.5050 6.1305
C -1.2847 -3.8766 1.6182
C -1.6361 -2.5246 1.8055
C -1.6323 5.2531 -1.0128
H 0.9019 -0.9060 -3.5824
P 0.9364 -0.9492 -0.8360
C 4.7667 -0.7794 -1.9417
H -4.0581 3.6282 4.5223
C 0.3602 -0.7196 5.4477
C -3.5218 -1.6377 -5.1597
C 0.9299 -4.2875 -3.8914
C 0.8161 -1.9581 -3.2991
H -2.0666 -3.5267 -3.2860
H 4.0671 2.4128 -2.8286
H 1.6968 -2.7600 2.2499
H 0.2642 1.0488 6.6898
C -1.8035 -0.0075 -4.4879
C -0.6236 0.9325 3.4438
C 3.9213 -1.6165 3.0436
C -4.6908 -2.3422 -1.3842
C 2.9251 -1.0215 2.0388
C -1.6821 6.3674 -1.8122
H -3.1203 -4.3808 -2.1351
H -0.5198 4.5189 2.2355
C 0.8849 -2.3106 -1.9354
H 2.6494 -2.7897 0.7469
C -1.0037 4.0857 -1.4323
H -3.7985 -3.9210 -3.7608
C 0.1285 0.6055 5.7308
H 4.5334 -0.8143 3.4451
H 3.4504 -0.4396 1.2401
H -0.6459 2.4269 4.9881
H 6.7846 -1.4513 3.3621
H -4.8426 2.2533 3.0236
C 6.6037 -1.6794 2.3205
C 2.5048 -0.1939 -1.2939
C 1.6460 2.2165 1.4797
C -0.3407 -0.3899 3.1452
H -5.5455 -2.8205 -1.8724
H -2.0479 4.9767 4.1522
C -3.1247 -3.6406 -2.9571
H -3.0511 -1.1338 2.6178
As -0.7478 2.6774 -0.0585
N -2.7892 -1.0085 -4.0552
H -1.4228 7.0292 -3.7949
H 5.9288 0.8519 -2.9309
H -2.3086 0.7928 -4.9685
H -2.9620 -2.4967 -5.5481
Ga -1.1584 0.2132 -0.3513
C -1.5135 4.0224 2.3422
S -2.9880 0.1902 -1.6482
C 2.6823 1.0866 -1.7389
H 0.9665 -5.0365 -4.6440
H -0.1808 5.0835 -4.5623
H 6.5957 -0.7126 1.7344
H 5.5625 -1.4831 -1.9684
C -3.4850 -4.4385 2.5240
H -4.1792 -5.2056 2.8076
H 0.8791 -3.7443 -0.4941
H -1.9821 -5.8761 1.9735
H -4.8030 -2.7580 3.0664
C 3.0219 4.3145 0.3591
C -3.8247 -3.1076 2.7067
H 1.1586 -5.6556 -2.2388
H 2.2253 -0.3886 2.6348
H -3.5737 -0.8555 -5.8973
C 1.7245 4.0780 -0.0386
C 0.8107 -2.9616 -4.2389
H 3.3452 -2.1806 3.7474
H 1.0397 1.4932 2.0771
P -0.5615 -1.1051 1.5024
```

Computed properties:
Net charge   +3
Calculated total energy   -211705.2752 eV
Maximum force   2.5 eV/A

---

[8]
A molecular structure, C5H14NO2 at a distorted geometry, computed with wB97M-V/def2-TZVPD.

```
22
C5H14NO2 (wB97M-V/def2-TZVPD)
H 1.0854 -0.3904 -2.4555
O 0.9561 1.2379 1.5062
C 0.9461 1.3446 0.1119
H 2.7255 0.6983 -1.0590
H 2.2799 -0.2595 0.3248
H -0.1681 0.8084 2.0025
H -0.0393 1.2863 -0.3810
H 1.3021 2.3701 -0.1504
H 0.0207 -1.2655 0.0579
H -1.7263 -1.3398 -2.1340
C 1.8774 0.2738 -0.5457
N -0.0123 -1.3741 -0.9487
H -1.8605 0.1379 0.5247
H -2.5661 -1.4939 0.1348
C -2.2256 -0.5293 -0.2619
H -3.1186 -0.0265 -0.6667
O -1.1091 0.4467 2.5030
C 1.2205 -0.7755 -1.4589
C -1.2445 -0.7027 -1.3960
H 1.9135 -1.6205 -1.5430
H -0.9791 0.2549 -1.8449
H -0.8085 0.0361 3.2955
```

Computed properties:
Net charge   -1
Calculated total energy   -10996.9856 eV
Maximum force   1.1 eV/A

---

[9]
2 unconnected molecules or ions with the total composition C4H12N4 at a distorted geometry, computed with wB97M-V/def2-TZVPD.

```
20
C4H12N4 (wB97M-V/def2-TZVPD)
H 0.9266 -0.5734 -1.6813
N 0.0279 -1.1487 0.9728
C -0.7387 -2.0171 0.1118
H -1.5797 -2.4069 0.6846
H -0.1150 -2.8499 -0.2266
N 0.0639 2.3570 0.6071
H 1.9588 -1.7944 -0.9488
H 0.6525 2.8729 -0.0283
C 1.6486 -0.7502 -0.8826
C 1.0013 -0.4538 0.4398
C -0.6460 1.2973 0.0229
H 0.5012 2.1978 1.5004
H -0.2922 1.7409 -1.8218
N -1.6414 0.7552 0.8767
H -1.4402 0.7361 1.8658
H 2.5209 -0.1175 -1.0346
H 1.6487 0.0129 1.1801
N -0.9581 1.2459 -1.2342
H -2.4303 0.3797 0.3663
H -1.1088 -1.4837 -0.7702
```

Computed properties:
SMILES   C/C=N\C.N=C(N)N
Net charge   0
Calculated total energy   -10301.3067 eV
Maximum force   5.1 eV/A

---

[10]
2 unconnected molecules or ions with the total composition C3H11N3 at a distorted geometry, computed with wB97M-V/def2-TZVPD.

```
17
C3H11N3 (wB97M-V/def2-TZVPD)
H -0.3786 -0.9517 -1.7338
N -0.5942 0.6857 1.5985
H -0.1146 1.5543 1.3652
C 0.4131 -0.3831 1.4860
N -0.8772 0.9602 -1.5010
H 1.6661 1.2497 -2.5131
H 0.7546 -0.4699 0.4493
H -1.8253 0.7032 -1.2541
H -0.7350 -2.0067 1.1681
H 1.3078 -0.1319 2.0624
H 2.0123 -0.5251 -2.1496
H -0.6629 1.9377 -1.3371
N -0.0633 -1.7023 1.8670
H -0.7744 0.8293 2.5917
C 0.0116 0.0582 -1.7800
H -0.6046 -1.6178 2.7210
C 1.3252 0.2697 -2.2009
```

Computed properties:
2S+1   2
Net charge   +1
Calculated total energy   -7750.9196 eV
Maximum force   1.3 eV/A

---

[11]
C10H14BrP in the gas phase at a distorted geometry, computed with wB97M-V/def2-TZVPD.

```
26
C10H14BrP (wB97M-V/def2-TZVPD)
H -1.3853 -1.1142 -1.5535
C -1.6857 -0.3853 0.4820
H -5.2215 0.6575 -0.9554
H 4.5121 0.6444 0.4092
C -2.6003 0.1258 1.3457
H -0.0153 -1.7071 0.5258
H 3.4939 1.8457 0.9763
H 2.5561 -0.2442 1.1430
H 0.2333 -0.2754 1.5981
C 2.6012 0.0262 0.1196
C -4.1982 0.3750 -0.5427
C 3.6153 1.2127 0.2010
H 3.6591 1.7834 -0.8035
C 3.1490 -1.2603 -0.5961
C -3.3138 -0.3069 -1.3403
H 2.6797 -2.0621 -0.1378
Br 0.4429 2.4343 0.1581
C -3.7843 0.6407 0.7661
H 2.8444 -1.3133 -1.7024
H -4.5651 1.1558 1.2217
P 0.9686 0.4611 -0.6407
C -0.2858 -0.6114 0.7211
H -2.3819 0.4354 2.3418
C -2.0597 -0.6954 -0.8472
H 4.2054 -1.2830 -0.5539
H -3.4642 -0.5393 -2.3361
```

Computed properties:
SMILES   CC(C)P(Br)Cc1ccccc1
Net charge   0
Calculated total energy   -89927.2846 eV
Maximum force   5.2 eV/A

---

[12]
C3H5NS3 in the gas phase at a distorted geometry, computed with wB97M-V/def2-TZVPD.

```
12
C3H5NS3 (wB97M-V/def2-TZVPD)
N -0.0808 -1.1135 0.4202
H 0.9186 1.1607 1.6567
H 2.7970 0.6465 -0.7235
C 1.2311 1.3517 0.6196
S -0.2704 1.4040 -0.4363
C 2.2421 0.3005 0.1485
H -0.4514 -1.9753 0.7539
S -2.6143 -0.3271 0.0783
H 1.6767 2.3549 0.6027
C -0.9816 -0.1387 0.0271
S 1.4912 -1.2973 -0.3267
H 2.9707 0.0527 0.9545
```

Computed properties:
SMILES   S=C1NSCCS1
Net charge   0
Calculated total energy   -37187.3742 eV
Maximum force   1.7 eV/A

---

Q: Number 11 is which compound?
A: C10H14BrP

---

Q: calculated total energy of number 9 (C4H12N4)?
A: -10301.3067 eV

---

Q: Which formula does entry 1 have?
A: C4H15N3